No. 1
{"formula": "C10H15NOS", "method": "wB97M-V/def2-TZVPD", "e_homo_ev": -7.78, "smiles": "C=[S@@](=O)(NC(C)C)c1ccccc1", "homo_lumo_gap_ev": 8.504, "multiplicity": 1, "largest_force_ev_per_a": 8.16, "e_above_lowest_kcal_mol": 78.5, "species": ["C", "S", "O", "N", "C", "C", "C", "C", "C", "C", "C", "C", "C", "H", "H", "H", "H", "H", "H", "H", "H", "H", "H", "H", "H", "H", "H", "H"], "coordinates": [[0.3061, 2.7675, -1.3162], [-0.2717, 1.6983, -0.1730], [-0.6507, 2.2658, 1.0964], [-1.3689, 0.5484, -0.7805], [-1.7517, -0.4025, 0.2180], [-2.0509, -1.8267, -0.3647], [-2.8809, -0.2319, 1.2298], [1.1976, 0.5761, -0.0411], [1.5997, -0.3084, -1.0288], [2.6256, -1.2137, -0.8117], [3.3739, -1.2092, 0.3156], [3.2107, -0.1008, 1.1829], [2.0767, 0.7265, 1.0802], [0.1085, 3.8887, -1.1061], [-0.1040, 2.4187, -2.3635], [-2.1930, 0.7258, -1.3059], [-0.8756, -0.6049, 0.7178], [-2.9766, -1.6136, -1.0608], [-1.1961, -2.3237, -1.0516], [-2.2067, -2.4558, 0.3695], [-3.9357, -0.3227, 0.6560], [-2.7782, 0.8039, 1.5923], [-2.8910, -0.9476, 1.9547], [1.0366, -0.3226, -1.8441], [2.7841, -1.9734, -1.6110], [4.1506, -1.9656, 0.4654], [3.8273, 0.0085, 2.0767], [1.8343, 1.3948, 1.9039]], "forces_ev_per_a": [[-2.17, 0.74, -1.78], [1.18, 0.70, -2.06], [0.29, -0.54, 0.44], [0.23, -0.06, 0.93], [-0.53, -3.88, -0.04], [1.28, 3.62, -7.20], [-2.10, 3.95, -3.96], [0.97, 0.19, 2.12], [0.74, 0.54, 3.35], [-0.63, -1.03, -2.13], [1.22, 1.29, 1.13], [-1.02, -0.65, 0.49], [-0.47, -0.64, -0.74], [0.06, -2.18, -0.08], [1.11, 0.72, 1.95], [-0.26, 1.61, -0.95], [2.10, -0.14, 1.84], [1.49, -1.16, 1.30], [-1.76, 1.48, 1.45], [-1.31, -3.18, 3.63], [2.21, 0.32, 1.24], [-0.48, -0.50, 0.49], [0.31, -1.80, 2.05], [-2.16, -0.43, -3.66], [-0.03, 0.59, 0.78], [-0.26, 0.43, 0.08], [-0.06, -0.07, -0.33], [0.07, 0.09, -0.34]], "nbo_charge": [-1.1043, 1.9762, -0.9167, -0.8527, -0.0797, -0.5675, -0.6088, -0.2410, -0.2088, -0.2049, -0.2113, -0.1964, -0.2157, 0.2587, 0.2283, 0.4085, 0.2014, 0.1881, 0.2060, 0.1930, 0.1869, 0.2346, 0.2155, 0.2149, 0.2181, 0.2221, 0.2178, 0.2376]}



No. 2
{"formula": "C10H15O", "method": "wB97M-V/def2-TZVPD", "e_homo_ev": -12.46, "homo_lumo_gap_ev": 7.386, "multiplicity": 1, "largest_force_ev_per_a": 4.22, "e_above_lowest_kcal_mol": 30.1, "total_charge": 1, "species": ["C", "C", "C", "C", "C", "C", "C", "C", "C", "C", "O", "H", "H", "H", "H", "H", "H", "H", "H", "H", "H", "H", "H", "H", "H", "H"], "coordinates": [[0.2404, 0.9562, -0.1343], [2.4505, 0.1464, -0.4926], [1.2832, 0.7497, -1.0591], [2.5152, -0.3613, 0.7228], [0.3538, 0.4761, 1.1552], [1.3453, 1.1498, -2.4453], [3.6711, -0.9594, 1.3777], [-4.2404, 0.3190, 0.3751], [-2.6849, -1.6107, 0.5462], [-3.3363, -0.7515, -0.1675], [1.4354, -0.1434, 1.5016], [-0.5521, 1.6165, -0.3602], [3.1969, -0.2477, -1.2088], [0.3863, 1.6410, -2.8005], [1.7447, 0.4292, -3.1445], [1.9831, 1.9984, -2.6120], [3.6780, -1.9864, 1.5346], [3.6974, -0.5469, 2.3888], [4.5441, -0.7948, 0.7968], [-3.6732, 1.3069, 0.5834], [-4.6197, 0.1656, 1.4576], [-5.0984, 0.4255, -0.2770], [-0.2834, 0.8299, 1.9399], [-2.2371, -2.3840, -0.0201], [-2.6657, -1.7752, 1.5711], [-3.1340, -0.6491, -1.2288]], "forces_ev_per_a": [[0.74, -0.01, -0.10], [-0.21, -0.94, -4.11], [1.09, -0.84, 2.52], [-1.33, 0.20, 1.39], [0.61, 1.70, -2.19], [-2.10, 1.96, -1.61], [-0.24, 1.08, 0.96], [0.52, 1.24, 2.60], [0.73, -1.66, -1.02], [-0.95, 2.69, 0.04], [0.81, -1.09, 2.00], [-1.05, 0.20, -0.34], [-0.02, 0.96, 0.53], [0.74, -1.26, 0.25], [-0.26, -0.57, 0.03], [0.92, 0.49, 0.50], [-0.72, -2.12, 0.07], [0.51, 0.23, -0.12], [0.84, 0.65, -0.28], [-0.91, -1.19, -1.14], [0.46, -0.49, -1.78], [-0.08, 0.53, -0.01], [-0.39, -0.67, 0.49], [1.11, -0.69, -0.36], [-0.51, 0.13, 1.82], [-0.30, -0.51, -0.14]], "nbo_charge": [-0.2866, -0.2824, 0.2021, 0.4432, 0.3105, -0.6986, -0.6804, -0.6638, -0.4263, -0.1576, -0.3525, 0.2537, 0.2493, 0.2539, 0.2724, 0.2816, 0.2693, 0.2648, 0.2565, 0.2092, 0.2233, 0.2339, 0.2387, 0.1944, 0.1966, 0.1947]}



No. 3
{"formula": "C10H15O5P", "method": "wB97M-V/def2-TZVPD", "e_homo_ev": -9.13, "smiles": "CCOCCOC1=C(P(C)C)C(=O)OC1=O", "homo_lumo_gap_ev": 8.401, "multiplicity": 1, "largest_force_ev_per_a": 0.25, "e_above_lowest_kcal_mol": 0.0, "species": ["C", "C", "O", "C", "C", "O", "C", "C", "P", "C", "C", "C", "O", "O", "C", "O", "H", "H", "H", "H", "H", "H", "H", "H", "H", "H", "H", "H", "H", "H", "H"], "coordinates": [[4.0845, -0.5302, 1.4170], [3.9019, 0.5082, 0.3126], [2.6806, 1.2250, 0.4182], [1.5543, 0.5723, -0.1163], [0.7701, -0.1302, 0.9878], [-0.6402, -0.2144, 0.6816], [-0.9967, -0.7840, -0.4613], [-2.0718, -0.4956, -1.2044], [-3.3892, 0.7574, -1.0219], [-4.1781, 0.0951, 0.5236], [-2.4032, 2.1641, -0.3385], [-2.0635, -1.4639, -2.3280], [-2.8053, -1.5853, -3.2429], [-0.9543, -2.3156, -2.1906], [-0.2877, -1.9778, -1.0530], [0.6590, -2.5760, -0.6483], [3.7219, -1.5158, 1.1227], [3.5454, -0.2112, 2.3099], [5.1373, -0.6289, 1.6836], [4.6923, 1.2558, 0.3552], [3.9615, 0.0313, -0.6722], [0.9165, 1.3243, -0.5880], [1.8614, -0.1410, -0.8894], [0.8298, 0.4644, 1.8947], [1.1535, -1.1287, 1.1855], [-5.1796, -0.2562, 0.2797], [-3.6083, -0.7317, 0.9431], [-4.2469, 0.8745, 1.2816], [-1.3907, 2.1794, -0.7382], [-2.9005, 3.0822, -0.6523], [-2.3543, 2.1523, 0.7486]], "forces_ev_per_a": [[0.00, 0.00, -0.01], [0.10, -0.15, 0.03], [0.01, 0.07, -0.16], [0.03, -0.07, 0.01], [0.12, -0.19, 0.13], [-0.02, 0.17, -0.10], [0.13, -0.07, 0.11], [-0.08, -0.19, -0.14], [0.06, 0.03, 0.01], [-0.06, -0.08, -0.08], [-0.11, 0.12, 0.03], [-0.02, 0.16, 0.12], [-0.05, -0.04, -0.08], [0.06, -0.08, 0.05], [-0.10, 0.02, -0.18], [0.07, 0.00, 0.03], [-0.08, 0.02, 0.02], [0.06, 0.02, 0.02], [0.00, -0.05, -0.05], [-0.06, 0.08, 0.08], [0.03, 0.04, -0.01], [-0.02, 0.06, 0.08], [-0.05, 0.02, -0.01], [-0.11, 0.07, -0.01], [0.02, 0.01, 0.03], [-0.01, -0.01, 0.10], [0.02, 0.00, 0.04], [-0.08, 0.06, -0.06], [-0.02, -0.02, -0.06], [0.05, 0.03, 0.04], [0.11, -0.06, 0.02]], "nbo_charge": [-0.6529, -0.0620, -0.5272, -0.0978, -0.0995, -0.4740, 0.2604, -0.4727, 0.8117, -0.9187, -0.9266, 0.7646, -0.4956, -0.4954, 0.7280, -0.5222, 0.2110, 0.2162, 0.2194, 0.1891, 0.1666, 0.1879, 0.1788, 0.2091, 0.2076, 0.2356, 0.2311, 0.2324, 0.2314, 0.2344, 0.2291]}



No. 4
{"formula": "C10H15O7PZn", "method": "wB97M-V/def2-TZVPD", "e_homo_ev": -16.81, "homo_lumo_gap_ev": 8.100, "multiplicity": 1, "largest_force_ev_per_a": 5.96, "total_charge": 2, "species": ["O", "C", "Zn", "O", "C", "C", "O", "C", "O", "C", "C", "O", "P", "O", "C", "C", "O", "C", "C", "H", "H", "H", "H", "H", "H", "H", "H", "H", "H", "H", "H", "H", "H", "H"], "coordinates": [[-0.5193, 2.2861, -2.3999], [-0.2161, 1.6294, -1.5056], [-0.0789, -0.0543, -0.0553], [0.7378, -2.3854, -2.4101], [0.4482, -1.5959, -1.6448], [-2.1528, 0.2528, 0.7405], [-3.2183, 0.4277, 1.1312], [0.3629, -1.4561, 1.5877], [0.5685, -2.2462, 2.4040], [5.3877, -0.5558, 0.0435], [3.9988, -1.1353, 0.0445], [3.0710, -0.0440, -0.3811], [1.9899, 0.7402, 0.6857], [2.2565, 2.2059, 0.0785], [3.5777, 2.8276, 0.1652], [3.8880, 3.1497, 1.5980], [1.4329, 1.2338, 2.2485], [0.4522, 2.3396, 2.1063], [-0.5490, 2.2381, 3.2131], [5.6859, -0.2083, -0.9496], [6.1192, -1.2963, 0.3837], [5.4432, 0.2975, 0.7229], [3.9193, -1.9914, -0.6308], [3.7119, -1.4510, 1.0529], [4.2809, 2.1094, -0.2439], [3.5226, 3.7062, -0.4673], [3.8663, 2.2429, 2.2255], [4.8778, 3.6215, 1.6914], [3.1135, 3.8323, 1.9721], [1.0152, 3.2757, 2.1282], [-0.0857, 2.3379, 1.1381], [-0.0663, 2.2818, 4.1857], [-1.2188, 3.0935, 3.1410], [-1.1762, 1.3520, 3.1692]], "forces_ev_per_a": [[1.42, -2.28, 3.50], [-1.87, 2.55, -4.18], [0.38, -0.09, -0.13], [-0.72, 2.26, 2.15], [0.45, -2.09, -1.99], [-4.04, 0.66, 1.30], [4.19, -0.69, -1.50], [-0.16, -4.51, 3.89], [-0.49, 3.36, -3.21], [0.36, 0.03, 0.06], [0.40, 0.26, 0.24], [-0.46, -0.19, 3.16], [-1.04, 3.30, -2.44], [-0.54, -1.13, 0.25], [0.42, -0.18, -0.04], [-0.10, 0.20, 0.38], [1.38, -1.43, -1.27], [0.33, 0.18, -0.05], [-0.04, 0.17, 0.40], [-0.12, -0.16, 0.07], [-0.15, 0.07, -0.08], [0.03, -0.06, 0.06], [-0.33, 0.36, -0.12], [0.03, -0.11, -0.16], [0.16, 0.11, -0.25], [-0.02, 0.01, -0.06], [0.17, 0.30, -0.15], [-0.39, -0.13, -0.04], [0.42, -0.05, 0.12], [-0.12, -0.20, 0.03], [0.38, -0.30, 0.03], [0.01, -0.08, 0.05], [-0.02, 0.14, -0.01], [0.07, -0.26, -0.02]], "nbo_charge": [-0.3231, 0.4215, 1.3516, -0.3097, 0.4335, 0.4280, -0.2990, 0.3822, -0.3318, -0.6419, -0.0737, -0.7739, 1.5356, -0.8506, -0.0699, -0.6427, -0.8317, -0.0636, -0.6394, 0.2395, 0.2575, 0.2108, 0.2177, 0.1779, 0.1955, 0.2266, 0.2041, 0.2633, 0.2209, 0.2293, 0.1481, 0.2577, 0.2533, 0.1964]}



No. 5
{"formula": "C10H15OPS", "method": "wB97M-V/def2-TZVPD", "e_homo_ev": -8.98, "smiles": "CS[P@@](=O)(c1ccccc1)C(C)C", "homo_lumo_gap_ev": 9.593, "multiplicity": 1, "largest_force_ev_per_a": 3.72, "e_above_lowest_kcal_mol": 0.0, "species": ["C", "S", "P", "O", "C", "C", "C", "C", "C", "C", "C", "C", "C", "H", "H", "H", "H", "H", "H", "H", "H", "H", "H", "H", "H", "H", "H", "H"], "coordinates": [[-1.5986, 3.0011, -0.4066], [-1.3447, 1.8071, 0.9255], [-0.8057, 0.1713, -0.3399], [-1.2947, 0.2386, -1.7208], [1.0202, 0.2032, -0.2657], [1.5649, 0.3336, 1.0148], [2.9315, 0.4658, 1.1588], [3.8231, 0.1520, 0.1297], [3.2633, 0.0187, -1.1515], [1.8802, 0.0438, -1.3434], [-1.3905, -1.3201, 0.6638], [-1.0080, -2.6146, -0.1147], [-3.0041, -0.9942, 0.6975], [-1.4758, 4.0100, -0.0410], [-2.6460, 2.9182, -0.6177], [-0.9763, 2.7614, -1.3245], [0.9146, 0.5437, 1.8890], [3.3230, 0.7044, 2.2613], [4.9396, 0.1274, 0.2603], [4.0826, -0.0130, -2.0242], [1.4737, -0.0735, -2.3886], [-0.7263, -1.3341, 1.6106], [-1.5160, -2.5423, -1.1271], [0.0758, -2.4674, -0.4370], [-1.3554, -3.4748, 0.4855], [-3.2922, -0.2374, -0.1055], [-3.2618, -0.4677, 1.6303], [-3.5962, -1.9611, 0.6811]], "forces_ev_per_a": [[0.27, -0.34, -0.97], [0.28, -0.44, -0.14], [0.93, -0.68, 1.39], [-0.50, 0.11, -0.77], [-0.23, -0.60, 0.72], [-0.18, 1.19, 0.12], [1.52, -0.62, 3.34], [0.00, 0.78, -0.50], [2.51, 0.01, -1.14], [-0.15, -0.17, -1.75], [-0.09, 1.24, -0.52], [-0.23, 2.01, -1.60], [0.87, -0.47, 0.69], [0.58, 0.16, 0.13], [-0.46, -0.04, -0.70], [-0.78, 0.46, 1.22], [0.51, -0.26, -0.72], [-0.71, -0.62, -2.63], [-1.41, 0.14, -0.03], [-2.42, -0.24, 1.74], [0.36, 0.24, 1.32], [-1.78, 0.31, -0.93], [0.15, -0.52, 1.23], [-1.02, -1.13, 1.02], [0.80, 0.13, -0.64], [0.36, -1.52, 0.66], [0.18, -0.34, -0.20], [0.66, 1.22, -0.33]], "nbo_charge": [-0.7331, -0.1174, 1.8023, -1.0990, -0.4428, -0.2051, -0.2042, -0.2106, -0.2097, -0.1939, -0.5458, -0.6402, -0.6367, 0.2285, 0.2209, 0.2497, 0.2290, 0.2161, 0.2267, 0.2243, 0.2412, 0.2382, 0.2259, 0.2263, 0.2276, 0.2381, 0.2237, 0.2199]}



No. 6
{"formula": "C10H16", "method": "wB97M-V/def2-TZVPD", "e_homo_ev": -9.04, "smiles": "Cc1ccccc1.CCC", "homo_lumo_gap_ev": 10.057, "multiplicity": 1, "largest_force_ev_per_a": 1.29, "e_above_lowest_kcal_mol": 11.3, "species": ["C", "C", "C", "C", "C", "C", "C", "H", "H", "H", "H", "H", "H", "H", "H", "C", "C", "C", "H", "H", "H", "H", "H", "H", "H", "H"], "coordinates": [[0.1158, 1.1147, -1.4298], [1.4051, 0.8948, -0.7065], [1.7525, -0.3627, -0.2316], [2.9570, -0.5725, 0.4253], [3.7369, 0.5204, 0.7828], [3.2899, 1.8114, 0.5116], [2.1601, 1.9855, -0.2581], [-0.3933, 0.1831, -1.5006], [0.1696, 1.4944, -2.4359], [-0.6018, 1.7461, -0.9065], [1.0308, -1.1539, -0.4118], [3.3091, -1.5448, 0.7443], [4.6189, 0.3220, 1.3791], [3.8221, 2.6174, 1.0016], [1.8674, 2.9860, -0.5347], [-2.3008, -2.0947, -0.4904], [-2.4064, -1.2606, 0.7923], [-3.2068, 0.0385, 0.7237], [-1.8817, -3.0564, -0.2085], [-3.2913, -2.1244, -0.9421], [-1.6281, -1.6062, -1.1938], [-1.4131, -1.1096, 1.2179], [-2.8966, -1.9181, 1.5172], [-2.8530, 0.7017, 1.5131], [-4.2671, -0.1461, 0.8844], [-3.0952, 0.5340, -0.2427]], "forces_ev_per_a": [[-0.50, 0.01, 0.20], [0.04, 0.80, 1.02], [-0.16, -0.25, -0.62], [0.18, 0.35, 0.26], [-0.40, -0.32, 0.22], [0.52, -0.59, 0.46], [0.11, 0.07, -0.47], [-0.42, -0.94, -0.21], [0.48, 0.26, -0.41], [0.29, 0.31, 0.26], [0.33, -0.25, -0.06], [-0.31, -0.16, -0.14], [0.09, 0.27, -0.08], [-0.06, 0.29, -0.45], [-0.20, 0.18, 0.01], [0.08, 1.12, 0.50], [-0.17, -0.73, 0.40], [0.37, -0.15, -0.08], [-0.25, -0.28, -0.40], [0.05, -0.55, -0.15], [0.02, -0.08, -0.18], [0.11, 0.25, -0.16], [-0.02, 0.12, 0.15], [-0.16, 0.19, -0.09], [-0.07, 0.01, -0.06], [0.08, 0.10, 0.05]], "nbo_charge": [-0.6307, -0.0248, -0.2050, -0.2122, -0.2155, -0.2129, -0.1989, 0.2090, 0.2216, 0.2191, 0.2057, 0.2134, 0.2100, 0.2135, 0.2067, -0.6013, -0.3937, -0.6126, 0.2104, 0.2033, 0.1920, 0.1951, 0.1913, 0.2121, 0.2052, 0.1994]}